Entry 1:
{"formula": "C22H18Co2NO7", "method": "ωB97M-V/def2-TZVPD", "elements": ["C", "C", "N", "C", "C", "C", "C", "C", "O", "H", "H", "H", "H", "H", "H", "H", "H", "H", "H", "H", "O", "C", "Co", "C", "O", "C", "O", "C", "C", "C", "C", "C", "C", "C", "C", "C", "Co", "C", "O", "C", "O", "C", "O", "H", "H", "H", "H", "H", "H", "H"], "xyz": [[3.61054, -3.60618, 2.39382], [2.33773, -2.80622, 2.42947], [1.32392, -3.36696, 1.63605], [0.09856, -2.81510, 1.33264], [-0.37407, -1.49613, 1.79614], [-1.93596, -1.61748, 1.85634], [-2.32846, -2.93022, 1.19747], [-1.04557, -3.80873, 1.04902], [2.16270, -1.76772, 3.08185], [3.44573, -4.64833, 2.70269], [4.07672, -3.59750, 1.39318], [4.30288, -3.15074, 3.09877], [1.52303, -4.29711, 1.26680], [0.00643, -1.25260, 2.92397], [-2.28173, -1.74831, 2.88649], [-2.30229, -0.66331, 1.43644], [-3.10891, -3.53811, 1.67229], [-2.67463, -2.63270, 0.21649], [-0.82131, -4.09462, 0.00788], [-1.15920, -4.77746, 1.60924], [-3.58156, 1.48170, -1.52539], [-2.54397, 1.14704, -1.91080], [-0.98573, 0.64608, -2.42011], [-1.41825, -0.99970, -2.86863], [-1.79194, -2.06258, -3.12464], [-0.79702, 1.55261, -3.91856], [-0.81922, 2.13055, -4.93759], [0.10876, 1.62499, -1.02389], [-0.31094, 2.97821, -0.62158], [-0.44873, 3.98246, -1.59326], [-0.92719, 5.24613, -1.25122], [-1.23739, 5.52403, 0.08847], [-1.05614, 4.55405, 1.09008], [-0.57114, 3.28472, 0.73849], [0.33922, 0.45141, -0.23430], [0.06970, 0.01033, 1.08102], [1.39634, 0.62142, -1.67507], [1.82321, 1.77241, -2.94137], [2.13341, 2.50239, -3.77752], [1.12691, -0.86516, -2.68702], [1.37687, -1.79999, -3.33835], [3.04708, 0.44876, -1.02490], [4.16153, 0.37776, -0.71803], [-0.15154, 3.70911, -2.60595], [-1.00436, 5.99008, -2.03913], [-1.60315, 6.52572, 0.35734], [-1.26084, 4.79711, 2.14400], [-0.38142, 2.55311, 1.52926], [1.06931, -0.29462, 1.54442], [-0.61790, 0.72542, 1.67715]], "total_charge": -1, "e_lumo_ev": 2.4}

Entry 2:
{"formula": "C22H18F5IrN2S3", "method": "ωB97M-V/def2-TZVPD", "elements": ["Ir", "C", "N", "C", "C", "N", "C", "C", "C", "C", "C", "C", "C", "S", "C", "C", "C", "C", "C", "C", "S", "H", "H", "H", "H", "H", "H", "H", "H", "H", "H", "H", "H", "H", "H", "H", "H", "H", "H", "F", "C", "C", "F", "C", "F", "C", "S", "C", "F", "C", "F"], "xyz": [[0.71612, 0.48070, -0.22917], [-0.77599, 3.01912, -0.98324], [-1.03931, 1.89048, -0.04954], [-2.18919, 1.06975, -0.50704], [-2.17322, -0.26652, 0.17149], [-1.03795, -1.05567, -0.32413], [-0.72324, -2.17209, 0.59825], [-1.30791, -1.55871, -1.66411], [-2.26196, -2.54480, -1.88276], [-2.50354, -3.01912, -3.15876], [-1.79334, -2.50873, -4.23790], [-0.84731, -1.52276, -4.02667], [-0.59948, -1.04584, -2.73645], [0.62679, 0.17276, -2.54626], [-1.26691, 2.37685, 1.30534], [-2.21801, 3.34553, 1.56239], [-2.42229, 3.80876, 2.85775], [-1.67155, 3.30134, 3.91382], [-0.73257, 2.32285, 3.66714], [-0.52777, 1.85145, 2.35967], [0.64049, 0.61548, 2.12260], [-1.65534, 3.65431, -1.09901], [-0.50103, 2.62198, -1.95514], [0.04551, 3.61573, -0.59570], [-2.10477, 0.94892, -1.58755], [-3.13490, 1.57196, -0.29335], [-3.12184, -0.77707, -0.00905], [-2.05386, -0.14533, 1.24954], [-1.58963, -2.81489, 0.75857], [-0.40754, -1.77082, 1.55849], [0.08387, -2.76593, 0.17532], [-2.83052, -2.95308, -1.05441], [-3.25165, -3.78670, -3.30954], [-1.97403, -2.88201, -5.23703], [-0.27479, -1.10949, -4.84863], [-2.81509, 3.75322, 0.75590], [-3.17430, 4.56670, 3.03659], [-1.82147, 3.66883, 4.91943], [-0.13128, 1.90859, 4.46688], [6.07296, -3.48797, 1.30816], [5.35097, -2.44145, 0.95113], [5.02607, -1.47555, 1.88673], [5.45215, -1.59599, 3.13979], [4.25574, -0.39540, 1.50999], [3.94253, 0.51164, 2.43351], [3.80005, -0.24040, 0.20172], [2.94498, 1.21346, -0.29203], [4.13649, -1.23372, -0.71479], [3.70328, -1.15549, -1.96472], [4.90964, -2.31875, -0.35406], [5.22592, -3.24618, -1.24915]], "s_squared": 1.08, "total_charge": 1, "spin_multiplicity": 2, "relative_energy_kj_mol": 117.3, "e_lumo_ev": [-5.5, -6.1]}

Entry 3:
{"formula": "C22H18F5LiN4S2Se", "method": "ωB97M-V/def2-TZVPD", "elements": ["Li", "N", "C", "S", "N", "N", "C", "C", "C", "C", "C", "C", "N", "H", "H", "H", "H", "H", "H", "H", "F", "C", "C", "F", "C", "F", "C", "S", "C", "F", "C", "F", "C", "C", "C", "C", "C", "C", "Se", "C", "C", "C", "H", "H", "H", "H", "H", "H", "H", "H", "H", "H", "H"], "xyz": [[7.16949, -9.22535, 18.49203], [6.97664, -13.07417, 20.47451], [7.17757, -11.91034, 19.93097], [5.87989, -11.22426, 19.06275], [8.27229, -11.25263, 20.33178], [8.65274, -10.12935, 19.71007], [9.85203, -9.68508, 20.03712], [10.32414, -8.41250, 19.61128], [11.70076, -8.15737, 19.57757], [12.09313, -6.96013, 18.99951], [11.14097, -6.10551, 18.50923], [9.79901, -6.44880, 18.69498], [9.38412, -7.56499, 19.25141], [6.11750, -13.56636, 20.22801], [7.47951, -13.46996, 21.27492], [10.52120, -10.17317, 20.74626], [12.44963, -8.86323, 19.86014], [13.14937, -6.85226, 18.84057], [11.25384, -5.12699, 18.07989], [9.08121, -5.66169, 18.47084], [11.30916, -6.78280, 15.11831], [10.00501, -7.22203, 15.07651], [9.72069, -8.39181, 15.78366], [10.63012, -9.06878, 16.49394], [8.36743, -8.72253, 15.96005], [8.21943, -9.68714, 16.93425], [7.26151, -7.95204, 15.59101], [5.73401, -8.29904, 16.09731], [7.64443, -6.70716, 14.93946], [6.72059, -5.72203, 14.73814], [8.95038, -6.51233, 14.43338], [9.21351, -5.47083, 13.57535], [1.05593, -4.33431, 13.78242], [1.45137, -4.65452, 15.22625], [2.76000, -4.53352, 15.72832], [3.10708, -4.84731, 17.02979], [4.53518, -4.70720, 17.34850], [2.09487, -5.37807, 17.89540], [2.41524, -5.78670, 19.72652], [0.80964, -5.56250, 17.40418], [-0.25692, -6.12793, 18.30144], [0.49635, -5.09954, 16.11250], [1.58497, -3.42032, 13.39567], [-0.04064, -4.26357, 13.71921], [1.39788, -5.13402, 13.11639], [3.49221, -4.21421, 14.99408], [5.00392, -4.12665, 16.51176], [5.04639, -5.69788, 17.45210], [4.71988, -4.19079, 18.23050], [-0.02540, -7.13751, 18.62280], [-1.20024, -6.03894, 17.75497], [-0.36674, -5.51372, 19.22404], [-0.56498, -5.02150, 16.00191]], "total_charge": -2, "e_lumo_ev": 4.2}

Entry 4:
{"formula": "C22H18F9IrO2", "method": "ωB97M-V/def2-TZVPD", "elements": ["C", "C", "C", "H", "C", "C", "H", "H", "H", "H", "C", "C", "C", "H", "C", "C", "H", "H", "H", "H", "Ir", "O", "C", "C", "H", "H", "H", "H", "C", "C", "C", "H", "C", "H", "C", "H", "C", "H", "F", "C", "F", "F", "C", "O", "C", "F", "F", "F", "C", "F", "F", "F"], "xyz": [[0.74762, -1.77527, 1.68186], [-0.63912, -1.83742, 1.39544], [-0.78955, -2.06701, -0.02027], [-1.44333, -1.75004, 2.11966], [0.54158, -2.09293, -0.59979], [1.47816, -1.87625, 0.46588], [2.55356, -1.83839, 0.37842], [1.16725, -1.68881, 2.67661], [-1.74511, -2.17719, -0.51784], [0.79958, -2.24423, -1.63894], [-0.85088, 1.87963, 0.01905], [-0.54631, 1.70393, 1.41279], [0.87325, 1.60683, 1.52905], [-1.26892, 1.64111, 2.21394], [1.45879, 1.69030, 0.22763], [0.40483, 1.94069, -0.71231], [0.53771, 2.02579, -1.77178], [-1.85156, 1.87527, -0.38609], [1.39931, 1.49686, 2.46567], [2.51519, 1.63546, -0.01580], [0.04748, -0.06953, 0.12981], [-0.85674, 0.13203, -1.48029], [-1.38416, -0.59731, -2.73635], [-0.48306, -1.05605, -3.84248], [-2.05686, -1.38643, -2.34301], [-1.98384, 0.26651, -3.10917], [0.05280, -1.96925, -3.63150], [1.13223, -1.82316, -5.66664], [0.76839, -0.80494, -5.86228], [-0.06806, -0.21584, -4.86388], [-0.40420, 1.18428, -4.95805], [-0.87418, 1.69783, -4.11421], [-0.17799, 1.82568, -6.17359], [-0.53578, 2.85621, -6.30737], [0.44664, 1.15451, -7.23060], [0.56082, 1.65046, -8.18573], [0.95113, -0.14651, -7.05621], [1.45178, -0.66702, -7.87100], [1.84139, -1.49452, 4.97225], [1.38680, -0.30486, 5.43787], [1.42292, -0.34086, 6.79874], [2.24372, 0.65304, 5.00764], [-0.12001, -0.00085, 4.86012], [-0.09516, -0.00201, 3.58600], [-1.16824, -1.19452, 5.32871], [-1.35430, -1.22504, 6.67780], [-2.37008, -1.00326, 4.73111], [-0.70050, -2.40465, 4.93549], [-0.63834, 1.46068, 5.40243], [-0.67102, 1.52660, 6.76376], [0.17937, 2.43785, 4.94564], [-1.88499, 1.71259, 4.93178]], "s_squared": 6.06, "spin_multiplicity": 5, "e_lumo_ev": [-1.0, -2.4]}